Entry 1:
{
  "formula": "C43H54F4N4OPbSSi",
  "method": "ωB97M-V with the def2-TZVPD basis set",
  "symbols": ["Pb", "C", "N", "C", "C", "C", "N", "C", "C", "F", "C", "F", "C", "C", "F", "C", "F", "H", "H", "H", "H", "H", "H", "H", "H", "H", "H", "H", "C", "C", "C", "C", "C", "C", "C", "N", "C", "C", "C", "C", "C", "C", "C", "N", "C", "C", "C", "C", "H", "H", "H", "H", "H", "H", "H", "H", "H", "H", "H", "H", "H", "H", "H", "H", "H", "H", "H", "H", "H", "H", "H", "H", "C", "Si", "C", "C", "H", "H", "H", "H", "H", "H", "H", "H", "H", "O", "S", "C", "C", "C", "C", "C", "C", "C", "C", "C", "C", "C", "C", "H", "H", "H", "H", "H", "H", "H", "H", "H", "H"],
  "positions_angstrom": [[-0.1762, -0.3658, -0.9238], [0.4656, -3.8815, -1.3769], [0.7808, -2.6023, -2.0083], [0.5828, -2.6686, -3.4596], [2.1591, -2.1864, -1.7090], [2.4460, -2.0434, -0.2169], [1.3297, -1.3480, 0.4283], [1.2490, -1.2903, 1.7859], [0.0199, -1.1988, 2.4584], [-1.1643, -1.2424, 1.6569], [-0.1104, -1.0390, 3.8234], [-1.3312, -0.8890, 4.3577], [0.9886, -1.0292, 4.6474], [2.2201, -1.1670, 4.0353], [3.3204, -1.1453, 4.7721], [2.3554, -1.2794, 2.6665], [3.5927, -1.3067, 2.1639], [1.1795, -4.6619, -1.6700], [-0.5270, -4.2052, -1.6905], [0.4810, -3.7841, -0.2910], [1.3077, -3.3414, -3.9340], [0.6866, -1.6735, -3.8923], [-0.4196, -3.0385, -3.6747], [2.3246, -1.2248, -2.2089], [2.8809, -2.8897, -2.1468], [3.3950, -1.5119, -0.1388], [2.6034, -3.0235, 0.2447], [0.8992, -0.9059, 5.7172], [-2.7731, 5.5137, 3.5606], [-1.6356, 4.5649, 3.9394], [-2.0667, 3.7185, 5.1479], [-0.4009, 5.3975, 4.3136], [-1.2967, 3.6072, 2.8067], [-0.1071, 2.8747, 2.8148], [0.1434, 1.9701, 1.8051], [-0.6961, 1.7399, 0.7890], [-1.8296, 2.4501, 0.7506], [-2.1562, 3.3751, 1.7377], [-2.7341, 2.2407, -0.4172], [-3.3565, 3.3362, -1.0083], [-4.1442, 3.1712, -2.1440], [-4.2770, 1.8652, -2.6138], [-3.6323, 0.8331, -1.9616], [-2.8666, 0.9950, -0.8791], [-4.7738, 4.3403, -2.8877], [-6.2450, 4.0322, -3.1957], [-3.9971, 4.5238, -4.2016], [-4.7009, 5.6358, -2.0803], [-2.9394, 6.2178, 4.3760], [-3.7161, 4.9880, 3.3971], [-2.5387, 6.0942, 2.6651], [-2.2582, 4.3663, 6.0052], [-1.2882, 3.0072, 5.4327], [-2.9829, 3.1632, 4.9334], [-0.6867, 6.1672, 5.0311], [0.0287, 5.8938, 3.4410], [0.3776, 4.7953, 4.7835], [0.6267, 3.0004, 3.5991], [1.0673, 1.3972, 1.8044], [-3.0993, 3.8985, 1.6636], [-3.1947, 4.3211, -0.5930], [-4.8662, 1.6420, -3.4930], [-3.7262, -0.1815, -2.3404], [-6.3575, 3.1796, -3.8659], [-6.7023, 4.8913, -3.6877], [-6.8087, 3.8288, -2.2830], [-4.0318, 3.6217, -4.8153], [-2.9494, 4.7649, -4.0078], [-4.4343, 5.3397, -4.7796], [-5.1858, 5.5405, -1.1059], [-5.2149, 6.4270, -2.6265], [-3.6715, 5.9705, -1.9282], [-3.3839, -2.2965, 0.2764], [-3.0776, -1.9638, 2.0498], [-3.7684, -0.4277, 2.7844], [-2.5806, -3.3427, 3.1571], [-4.2374, -2.9861, 0.2406], [-2.5503, -2.8221, -0.1959], [-3.6288, -1.3922, -0.2732], [-4.6393, -0.6898, 3.3963], [-4.0890, 0.2699, 2.0107], [-3.0476, 0.0418, 3.4465], [-3.3444, -4.1267, 3.1409], [-2.4338, -3.0252, 4.1837], [-1.6665, -3.8016, 2.7720], [0.5142, 0.7243, -3.0501], [1.6605, 1.5815, -3.5734], [2.8879, 1.4692, -2.2893], [4.1293, 0.9519, -2.6175], [5.0635, 0.7433, -1.6060], [4.7413, 1.0434, -0.2934], [3.4890, 1.5691, 0.0255], [2.5600, 1.7914, -0.9732], [1.1408, 3.2731, -3.3705], [1.8938, 4.2644, -3.9842], [1.5160, 5.5893, -3.8268], [0.3941, 5.9069, -3.0740], [-0.3605, 4.9013, -2.4849], [0.0055, 3.5721, -2.6355], [4.3635, 0.7013, -3.6457], [6.0394, 0.3448, -1.8497], [5.4692, 0.8791, 0.4911], [3.2558, 1.8191, 1.0532], [1.5981, 2.2443, -0.7442], [2.7658, 4.0130, -4.5780], [2.0972, 6.3695, -4.2998], [0.1032, 6.9429, -2.9573], [-1.2416, 5.1518, -1.9077], [-0.5947, 2.7775, -2.2106]],
  "total_charge": 2,
  "e_above_lowest_kcal_mol": 0.0,
  "homo_energy_ev": -12.9,
  "homo_lumo_gap_ev": 8.06,
  "e_tot_ev": -88293.570
}



Entry 2:
{
  "formula": "C51H65CaF5N14OS2",
  "method": "ωB97M-V with the def2-TZVPD basis set",
  "symbols": ["Ca", "C", "N", "C", "C", "N", "C", "C", "C", "C", "C", "C", "N", "C", "N", "C", "C", "C", "C", "C", "C", "N", "H", "H", "H", "H", "H", "H", "H", "H", "H", "H", "H", "H", "H", "H", "H", "C", "N", "C", "C", "N", "C", "C", "C", "C", "C", "C", "N", "C", "N", "C", "C", "N", "C", "C", "N", "C", "C", "H", "H", "H", "H", "H", "H", "H", "H", "H", "H", "H", "H", "H", "H", "H", "H", "H", "H", "H", "H", "H", "H", "H", "H", "H", "H", "H", "H", "C", "C", "C", "N", "C", "S", "N", "C", "O", "C", "C", "C", "C", "C", "C", "H", "H", "H", "H", "H", "H", "H", "H", "H", "H", "H", "H", "H", "H", "S", "C", "C", "C", "C", "C", "C", "N", "H", "H", "H", "H", "H", "H", "H", "H", "F", "C", "F", "C", "F", "F", "F"],
  "positions_angstrom": [[-1.4389, 0.9168, -0.2123], [-0.3237, -1.8846, 1.4765], [-0.3196, -0.5031, 1.8892], [-0.5830, -0.2682, 3.2790], [-1.1460, 1.0977, 3.4948], [-1.6466, 1.8819, 2.5874], [-2.1514, 2.9724, 3.2957], [-2.8284, 4.1012, 2.8501], [-3.2191, 5.0326, 3.7930], [-2.9439, 4.8659, 5.1543], [-2.2747, 3.7467, 5.6179], [-1.8965, 2.8131, 4.6645], [-1.2512, 1.5981, 4.7649], [-1.7320, -2.2845, 1.1766], [-2.6694, -1.4368, 0.8461], [-3.8106, -2.2079, 0.6813], [-5.1048, -1.8201, 0.3478], [-6.0594, -2.8125, 0.2312], [-5.7436, -4.1622, 0.4386], [-4.4630, -4.5616, 0.7766], [-3.5100, -3.5593, 0.8971], [-2.1694, -3.5747, 1.2267], [0.2770, -1.9888, 0.5648], [0.1152, -2.5817, 2.2105], [0.5554, -0.0531, 1.5917], [-1.3334, -0.9863, 3.6382], [0.3148, -0.3961, 3.9034], [-3.0377, 4.2316, 1.8026], [-3.7461, 5.9201, 3.4679], [-3.2628, 5.6234, 5.8592], [-2.0622, 3.6086, 6.6703], [-0.8942, 1.1651, 5.5968], [-5.3344, -0.7800, 0.1777], [-7.0732, -2.5442, -0.0362], [-6.5186, -4.9104, 0.3279], [-4.2184, -5.6043, 0.9309], [-1.5784, -4.3783, 1.3505], [4.0272, 3.6666, 4.0607], [3.4652, 3.3478, 2.7776], [4.4203, 3.4225, 1.6870], [2.4776, 2.3282, 2.7092], [1.5842, 2.4880, 1.6575], [0.8108, 3.6503, 1.6167], [0.7481, 4.4274, 2.7862], [0.1404, 5.6632, 2.8390], [-0.4865, 6.1657, 1.7084], [-0.5310, 5.3698, 0.5788], [0.0842, 4.1184, 0.4960], [-0.1804, 3.3953, -0.6904], [0.2163, 3.8961, -1.8096], [1.3399, 4.7149, -1.9721], [1.1638, 6.0144, -2.5775], [2.4245, 4.6328, -1.0219], [-0.4287, 3.6372, -2.9861], [0.2951, 3.4153, -4.2206], [-1.7853, 3.1320, -2.9887], [2.7398, 1.0069, 3.1635], [2.6262, 0.8037, 4.5896], [3.9085, 0.3325, 2.6209], [4.3979, 4.6977, 4.0587], [4.8723, 3.0133, 4.3465], [3.2593, 3.5831, 4.8303], [4.7135, 4.4627, 1.5036], [3.9622, 3.0302, 0.7813], [5.3358, 2.8417, 1.8883], [1.2049, 4.0212, 3.6785], [0.1241, 6.2102, 3.7727], [-0.9876, 7.1249, 1.7223], [-1.0970, 5.6896, -0.2888], [0.3265, 5.9896, -3.2713], [2.0657, 6.2975, -3.1299], [0.9709, 6.7849, -1.8166], [2.4659, 3.6215, -0.6224], [2.3234, 5.3437, -0.1922], [3.3623, 4.8400, -1.5478], [0.1821, 2.3714, -4.5293], [1.3501, 3.6351, -4.0785], [-0.1008, 4.0592, -5.0145], [-2.3218, 3.5744, -3.8340], [-2.2822, 3.4266, -2.0700], [-1.8149, 2.0442, -3.0978], [1.7535, 1.3403, 4.9669], [3.5078, 1.1451, 5.1579], [2.5014, -0.2646, 4.8019], [4.8477, 0.6755, 3.0869], [3.9514, 0.4898, 1.5475], [3.8195, -0.7433, 2.7945], [0.8276, -4.0429, -5.0215], [0.3515, -5.4648, -4.7594], [0.1752, -5.7723, -3.2733], [1.4180, -5.7122, -2.5369], [1.7776, -4.7216, -1.7004], [0.8223, -3.3454, -1.4749], [2.9536, -4.8717, -1.0461], [3.9319, -5.9288, -1.1525], [5.1119, -5.5719, -1.3456], [3.4928, -7.2670, -0.9526], [4.3954, -8.3394, -1.2276], [4.0229, -9.6468, -1.0451], [2.7511, -9.9858, -0.5597], [1.8711, -8.9457, -0.2384], [2.2175, -7.6281, -0.4186], [0.9233, -3.8573, -6.0925], [1.7986, -3.8665, -4.5595], [0.1440, -3.3051, -4.6026], [1.0569, -6.1848, -5.1897], [-0.6103, -5.6376, -5.2528], [-0.2456, -6.7754, -3.1437], [-0.5051, -5.0490, -2.8219], [2.0548, -6.4937, -2.6082], [3.3225, -4.0085, -0.6739], [5.3825, -8.0839, -1.5879], [4.7322, -10.4346, -1.2782], [2.4639, -11.0202, -0.4209], [0.8960, -9.1796, 0.1763], [1.5230, -6.8494, -0.1329], [1.6132, 1.3143, 0.3520], [-3.3499, -0.9575, -2.5369], [-2.0206, -0.5979, -3.1123], [-1.6130, -0.7760, -4.4148], [-0.2627, -0.3488, -4.4645], [0.0601, 0.0658, -3.1919], [1.4093, 0.5100, -2.7357], [-1.0163, -0.0574, -2.3474], [-3.9568, -1.4591, -3.2936], [-3.9138, -0.0921, -2.1861], [-3.2423, -1.6464, -1.6996], [-2.2088, -1.1925, -5.2129], [0.4126, -0.3773, -5.3079], [2.0884, 0.5352, -3.5919], [1.8322, -0.1872, -2.0060], [1.4081, 1.4977, -2.2730], [-3.4387, 3.5367, -0.1502], [-3.8058, 2.1596, -0.2074], [-4.4098, 1.9372, 1.0475], [-5.0190, 2.2221, -1.1395], [-5.7013, 1.0525, -1.1463], [-5.9381, 3.1746, -0.8272], [-4.6562, 2.4656, -2.4149]],
  "total_charge": -2,
  "homo_energy_ev": [-1.8, -0.4],
  "homo_lumo_gap_ev": [5.41, 3.97],
  "e_tot_ev": -130551.888
}



Number 1 is which compound? C43H54F4N4OPbSSi